Below is a structure of composition C30H86MgO14 at a distorted geometry, with properties calculated with ωB97M-V/def2-TZVPD.

Calculated values
Largest force on an atom: 2.13 eV/A
DFT total energy: -2447.983092 a.u.
HOMO-LUMO gap: 7.11 eV
Multiplicity: 1

Geometry as XYZ:
```
131
Properties=species:S:1:pos:R:3:forces:R:3:mulliken_charge:R:1
Mg 1.538558 -3.197492 -0.326484 -1.880 -0.387 0.664 1.458
C -0.870055 0.243467 0.474485 0.539 0.060 -0.213 -1.433
C 0.260785 -0.067586 -0.530858 -0.089 -1.513 -0.884 2.309
C 1.210487 1.112497 -0.679734 0.391 -0.014 0.302 0.647
O 0.913064 -1.323439 -0.409337 -0.092 0.557 0.608 0.312
H -0.515162 0.552318 1.459675 0.202 -0.254 0.169 0.158
H -1.571643 -0.585794 0.561754 0.100 -0.055 0.073 -0.187
H -1.401909 1.111738 0.080407 -0.230 0.024 -0.047 0.468
H -0.244547 -0.110861 -1.501840 -0.497 0.063 -0.302 -1.074
H 0.697341 2.071285 -0.589014 -0.105 0.043 0.229 0.189
H 1.698739 1.155767 -1.653793 0.128 -0.365 0.010 -0.598
H 1.982100 1.034384 0.087123 0.050 0.143 0.033 -1.051
C -1.703173 -5.133875 -0.262610 0.318 0.034 0.236 -1.572
C -0.636567 -4.510866 0.684672 -0.107 -0.950 -1.442 2.482
C -1.153675 -4.581061 2.114525 0.474 -0.118 0.779 -1.226
O 0.646868 -5.049961 0.429560 -0.204 1.677 0.186 -0.954
H -1.968662 -6.138936 0.068926 -0.005 -0.042 0.173 0.435
H -1.325553 -5.255950 -1.278159 0.140 0.198 0.001 0.222
H -2.609385 -4.525905 -0.285740 -0.146 -0.001 -0.017 0.258
H -0.620208 -3.437921 0.454136 -0.364 0.635 -0.129 -1.297
H -0.996919 -5.558870 2.573005 0.380 -0.107 -0.139 0.414
H -2.217581 -4.399409 2.276569 -0.150 0.301 -0.548 0.297
H -0.614158 -3.826277 2.689348 0.052 -0.154 0.355 -0.046
C -3.526528 -1.428795 -2.642743 0.227 0.275 0.035 -0.897
C -3.748922 -1.558700 -1.144943 -0.374 -0.439 -0.323 1.827
O -4.937100 -2.286941 -0.892265 0.370 0.015 -0.357 -0.691
H -3.261570 -2.381748 -3.101697 0.163 -0.052 0.124 0.316
H -2.716077 -0.707334 -2.755574 0.231 -0.188 -0.240 -0.245
H -4.366909 -1.053536 -3.227721 -0.283 0.116 0.403 0.469
H -3.740774 -0.577555 -0.665236 -0.321 0.215 -0.013 -0.337
H -2.878844 -2.074398 -0.730374 0.144 -0.203 0.122 -0.850
H -5.303609 -2.010643 -0.043753 -0.159 0.204 0.249 0.455
C 2.697802 3.011554 2.153901 -0.472 0.335 0.468 -0.351
C 3.798395 3.009856 3.195426 -0.320 -0.330 -0.745 -0.514
O 4.925131 3.520749 2.508435 0.642 0.360 0.138 -0.532
H 1.740665 2.672925 2.552718 0.045 -0.162 0.132 0.475
H 2.930352 2.396084 1.286144 0.203 0.109 0.069 -0.336
H 2.548558 4.051481 1.861219 -0.026 -0.036 -0.292 0.383
H 4.030526 1.993237 3.517253 -0.187 -0.017 0.396 0.279
H 3.551960 3.673671 4.024692 -0.115 -0.226 0.182 0.357
H 5.628744 3.688396 3.140972 0.137 0.014 -0.072 0.255
C -4.371938 -1.642642 3.001678 0.887 0.589 0.834 -0.354
C -5.827902 -1.763406 2.661553 -0.262 -0.319 -0.521 -0.716
O -6.063594 -1.176033 1.388408 -0.156 -0.186 -0.029 -0.585
H -4.155074 -0.608296 3.277671 -0.066 0.200 -0.027 0.181
H -3.674001 -1.848697 2.189663 -0.339 -0.384 -0.238 0.017
H -4.046344 -2.209212 3.875161 -0.243 -0.295 -0.026 0.436
H -6.469201 -1.272054 3.395348 0.103 0.024 0.235 0.305
H -6.179862 -2.792734 2.589017 0.196 -0.079 -0.005 0.343
H -5.993357 -0.222964 1.522801 -0.169 0.321 -0.113 0.314
C 0.035707 -2.180463 -4.035875 0.035 0.290 1.175 -0.892
C -0.214296 -3.262971 -2.950845 -0.624 0.347 -1.926 -0.059
O 0.983183 -3.666650 -2.324943 0.376 0.345 0.385 -0.473
H 0.862299 -2.398878 -4.713474 -0.215 -0.494 -0.221 0.532
H 0.349430 -1.252459 -3.554333 -0.106 0.051 0.257 -0.167
H -0.882607 -1.945010 -4.573181 0.073 -0.236 -0.186 0.429
H -0.621910 -4.150279 -3.438768 -0.248 -0.035 0.003 0.501
H -0.966690 -2.920102 -2.242311 0.461 0.021 0.351 -0.333
H 1.574864 -3.933675 -3.032870 0.204 -0.154 0.181 0.283
C -1.617818 5.140864 0.516883 0.161 0.262 -0.966 -1.054
C -0.090651 4.991180 0.391205 -1.502 0.191 1.188 0.334
O 0.478626 6.020813 1.200451 0.697 -0.038 -0.683 -0.549
H -1.883740 6.174326 0.287824 0.172 0.132 -0.137 0.390
H -2.069200 4.977045 1.494342 0.366 -0.503 0.006 0.259
H -2.073138 4.556544 -0.284696 -0.377 -0.324 0.311 0.229
H 0.163072 5.078336 -0.665645 0.320 -0.015 0.044 0.322
H 0.248870 4.035760 0.791534 0.048 -0.068 -0.185 -0.215
H 0.719811 6.694284 0.559123 0.181 0.364 0.389 0.340
C -1.997553 2.158288 -3.364964 0.348 0.535 1.516 -0.873
C -1.727898 1.304189 -4.532820 -0.663 -0.204 -1.066 0.539
O -2.459346 1.859275 -5.612360 0.085 0.343 -1.271 -0.601
H -1.429953 1.863759 -2.479940 -0.098 -0.217 0.154 0.028
H -3.061970 2.160458 -3.127186 -0.022 -0.009 0.125 0.453
H -1.687790 3.181935 -3.578072 -0.119 0.047 -0.142 0.336
H -2.090093 0.279434 -4.443841 0.528 -0.168 0.467 0.027
H -0.680175 1.338406 -4.828979 -0.062 -0.214 0.010 -0.185
H -3.402109 1.746260 -5.469388 0.006 -0.078 0.147 0.339
C -3.857454 2.460186 1.867767 0.667 0.061 0.359 -0.226
C -5.148500 2.261451 1.091594 0.704 -0.060 0.095 -0.134
O -6.116158 1.568332 1.886779 0.066 0.183 -0.264 -0.609
H -2.978591 2.789615 1.312528 -0.405 0.232 -0.570 -0.332
H -3.468020 1.555139 2.336253 -0.503 -0.251 0.102 0.008
H -3.993997 3.216211 2.642842 -0.087 -0.045 0.173 0.531
H -4.976438 1.655311 0.202273 -0.133 -0.085 0.038 0.141
H -5.526715 3.232800 0.770260 -0.180 -0.010 -0.051 0.291
H -6.186497 2.023064 2.730492 -0.056 -0.016 0.092 0.313
C -1.070289 -1.295589 4.865281 0.773 0.081 0.586 -0.299
C -0.007529 -2.048873 5.662531 0.481 -1.689 -0.019 -0.409
O 1.081465 -1.283018 6.124544 0.251 1.670 -0.148 -0.520
H -1.643610 -2.003310 4.267395 -0.141 -0.031 0.225 -0.069
H -0.604082 -0.608142 4.158482 0.093 0.077 0.055 0.025
H -1.699951 -0.729812 5.551673 -0.186 0.037 -0.220 0.485
H 0.445466 -2.834999 5.053927 -0.361 -0.111 -0.454 0.084
H -0.394445 -2.610634 6.515122 -0.674 0.207 0.006 0.463
H 1.547333 -1.693073 6.855577 -0.282 -0.252 -0.032 0.301
C 2.527719 -0.991663 2.975422 0.631 -0.377 1.629 -1.415
C 1.854230 -2.334642 2.640064 -0.535 2.011 -0.445 0.486
O 2.460526 -2.944921 1.504167 0.535 0.090 0.613 -0.529
H 2.771647 -0.274618 2.192768 -0.238 -0.482 -0.433 0.153
H 3.416612 -1.204922 3.575490 0.610 -0.041 -0.448 0.576
H 1.999460 -0.442745 3.757316 -0.685 -0.086 -0.238 0.342
H 0.845690 -2.048505 2.340861 -0.191 -0.634 -0.016 -0.525
H 1.857155 -3.002078 3.500377 -0.016 -0.036 -0.131 0.322
H 3.401015 -2.770781 1.598734 0.139 -0.167 -0.268 0.315
C 2.034807 1.108645 -4.569093 -0.742 -0.480 0.393 -0.513
C 3.454514 1.472626 -4.204667 -0.072 -0.198 0.616 0.154
O 4.350307 1.072904 -5.194293 0.686 0.086 -1.030 -0.583
H 1.853171 0.043380 -4.720082 0.618 -0.190 -0.023 0.198
H 1.688841 1.561107 -5.499285 0.123 0.409 0.090 0.540
H 1.338689 1.335433 -3.760061 -0.017 0.476 -0.040 -0.115
H 3.840192 0.965968 -3.318965 -0.560 -0.045 0.265 -0.239
H 3.562558 2.539575 -3.997911 -0.188 0.167 -0.020 0.229
H 4.229899 1.687133 -5.923783 0.202 -0.166 -0.269 0.360
C 4.204929 4.318534 -1.230742 -0.468 -0.645 -0.707 -0.609
C 5.126055 3.106682 -1.042169 -0.037 1.234 0.154 0.079
O 6.020724 3.429619 -0.008782 0.463 -0.628 0.262 -0.633
H 4.758848 5.246445 -1.367614 0.156 -0.162 -0.121 0.371
H 3.519983 4.470341 -0.395931 0.152 -0.187 0.220 -0.035
H 3.572774 4.121911 -2.099632 -0.103 0.294 -0.179 0.222
H 5.742891 2.908806 -1.919352 -0.192 0.065 -0.187 0.330
H 4.543698 2.207845 -0.827147 -0.095 -0.155 0.043 -0.084
H 5.513894 3.374587 0.811240 0.169 0.163 0.319 0.432
C 3.878243 -1.503340 -1.805495 0.064 -0.156 0.316 -0.475
C 4.335449 -2.927853 -1.531776 0.772 0.642 -1.105 -0.895
O 3.364213 -3.752692 -0.875914 0.730 0.299 -0.346 -0.272
H 3.026060 -1.492332 -2.484820 -0.372 0.124 0.485 -0.002
H 4.646000 -0.943504 -2.341031 0.371 -0.354 0.042 0.581
H 3.729144 -0.973348 -0.864926 -0.600 0.106 -0.170 -0.008
H 5.257911 -2.899297 -0.950866 -0.005 -0.174 0.096 0.446
H 4.551649 -3.343439 -2.517527 0.175 -0.423 0.103 0.389
H 3.770300 -4.605737 -0.701112 -0.298 -0.184 0.148 0.205
```
Positions in Å, forces in eV/Å.